*w*
{"formula": "C12H21N7O3", "method": "ωB97M-V with the def2-TZVPD basis set", "symbols": ["O", "O", "O", "N", "N", "N", "N", "N", "N", "N", "C", "C", "C", "C", "C", "C", "C", "C", "C", "C", "C", "C", "H", "H", "H", "H", "H", "H", "H", "H", "H", "H", "H", "H", "H", "H", "H", "H", "H", "H", "H", "H", "H"], "positions_angstrom": [[-1.332, 1.661, 0.213], [-0.784, 4.746, -1.211], [0.423, 4.352, 0.614], [1.294, 0.077, -4.957], [1.504, 0.289, -2.744], [-2.235, -5.011, 2.396], [1.044, 1.784, -0.426], [-1.130, -5.443, 4.389], [-0.039, -4.202, 2.627], [1.300, 0.391, 2.015], [0.473, 1.149, -4.603], [0.021, 4.045, -0.703], [1.873, -0.373, -3.834], [-1.022, -0.507, 1.955], [0.699, 2.875, -1.365], [-1.145, -4.829, 3.263], [0.536, 1.228, -3.188], [-0.750, -1.760, 2.933], [-0.262, -2.947, 1.982], [-0.142, 2.352, -2.430], [-0.206, 1.187, 0.230], [0.221, -0.082, 1.097], [-0.313, 5.089, 0.835], [1.606, -0.443, 2.708], [-0.629, 3.084, -3.193], [-2.862, -5.791, 2.778], [1.421, -0.171, -5.950], [-0.970, -3.095, 1.156], [0.730, -4.036, 3.236], [-1.617, -1.988, 3.521], [-0.987, 1.908, -1.931], [1.605, 3.202, -1.730], [-2.147, -5.135, 1.345], [1.458, 1.011, -1.009], [-1.925, -0.726, 1.315], [-0.255, -5.297, 4.896], [0.563, -0.773, 0.338], [0.587, -2.481, 1.406], [0.011, 1.715, -5.347], [2.536, -1.274, -3.842], [0.250, -1.313, 3.539], [-1.393, 0.377, 2.474], [1.931, 0.830, 1.404]], "nbo_charge": [-0.582, -0.582, -0.694, -0.521, -0.531, -0.866, -0.688, -0.748, -0.636, -0.852, -0.106, 0.813, 0.195, -0.416, -0.177, 0.578, 0.112, -0.399, -0.234, -0.454, 0.734, -0.157, 0.496, 0.370, 0.252, 0.404, 0.430, 0.193, 0.370, 0.226, 0.251, 0.231, 0.397, 0.433, 0.215, 0.338, 0.184, 0.203, 0.215, 0.206, 0.174, 0.235, 0.388], "smiles": "[H]/N=C(/N)NCCC[C@H](N)C(=O)N[C@@H](Cc1c[nH]cn1)C(=O)O", "lumo_ha": 0.0154}

*x*
{"formula": "C12H21N7O3", "method": "ωB97M-V with the def2-TZVPD basis set", "symbols": ["O", "O", "O", "N", "N", "N", "N", "N", "N", "N", "C", "C", "C", "C", "C", "C", "C", "C", "C", "C", "C", "C", "H", "H", "H", "H", "H", "H", "H", "H", "H", "H", "H", "H", "H", "H", "H", "H", "H", "H", "H", "H", "H"], "positions_angstrom": [[-1.011, 2.045, -1.282], [0.899, -2.556, -1.548], [0.617, -2.182, 0.481], [-3.012, -0.865, 0.269], [-0.562, 0.231, 0.132], [4.353, 1.693, 1.137], [-2.453, 3.271, 0.416], [4.585, -0.534, 0.048], [5.430, 0.004, 2.394], [-4.720, -1.867, 1.175], [4.836, 0.510, 1.084], [-3.806, 1.429, -0.611], [0.547, -1.726, -0.765], [-4.118, 0.019, 0.045], [-2.578, 1.785, 0.279], [4.258, 0.059, -1.402], [-5.263, -0.629, 0.636], [0.378, -0.334, -0.810], [-1.315, 1.340, -0.387], [1.653, 0.319, -0.687], [-3.430, -1.941, 0.827], [2.833, -0.456, -1.587], [1.412, 1.345, -1.406], [3.041, -1.611, -1.568], [-4.738, 2.032, -0.313], [-1.458, 3.420, 0.916], [1.725, 0.364, 0.353], [6.337, -0.423, 2.260], [-2.770, -2.725, 1.345], [-2.699, 1.472, 1.399], [-6.339, -0.403, 0.727], [-1.290, -0.404, 0.703], [0.070, -0.281, -1.934], [4.910, -0.299, -2.256], [-3.555, 1.648, -1.672], [-2.339, 3.672, -0.572], [0.553, -1.328, 1.011], [2.428, -0.304, -2.629], [-5.259, -2.838, 1.298], [5.136, 0.877, 3.078], [3.907, -1.499, 0.305], [4.096, 1.179, -1.410], [3.471, 1.866, 0.415]], "nbo_charge": [-0.606, -0.562, -0.666, -0.551, -0.714, -0.747, -0.813, -0.727, -0.884, -0.550, 0.580, -0.441, 0.783, 0.137, -0.150, -0.231, -0.117, -0.215, 0.701, -0.408, 0.210, -0.433, 0.263, 0.229, 0.238, 0.352, 0.217, 0.392, 0.210, 0.217, 0.237, 0.463, 0.231, 0.215, 0.253, 0.370, 0.468, 0.215, 0.433, 0.422, 0.424, 0.207, 0.348], "smiles": "[H]/N=C(/N)NCCC[C@H](NC(=O)[C@@H](N)Cc1c[nH]cn1)C(=O)O", "lumo_ha": 0.0142}

Relative energies, in kcal/mol, with the most stable structure set to zero: *w* 0.0; *x* 112.7.

*w*
{"formula": "C9H8N2", "method": "ωB97M-V with the def2-TZVPD basis set", "symbols": ["N", "N", "C", "C", "C", "C", "C", "C", "C", "C", "C", "H", "H", "H", "H", "H", "H", "H", "H"], "positions_angstrom": [[-0.673, -1.077, -2.833], [0.585, 1.228, 2.943], [-1.201, 1.334, 1.232], [0.723, 0.054, 0.838], [-0.474, 0.583, 0.301], [1.189, 0.384, 2.083], [1.505, -0.922, -0.016], [-0.183, -0.733, -1.636], [-0.714, 1.582, 2.502], [-0.944, 0.116, -0.942], [1.054, -1.214, -1.258], [2.048, -0.031, 2.603], [-0.361, -1.914, -3.386], [-1.354, -0.540, -3.397], [-1.222, 2.283, 3.071], [-2.201, 1.661, 0.987], [1.579, -1.667, -2.124], [2.566, -1.256, 0.399], [-1.923, 0.129, -1.366]], "nbo_charge": [-0.809, -0.421, -0.254, -0.136, 0.002, 0.049, -0.099, 0.184, 0.014, -0.289, -0.283, 0.202, 0.388, 0.397, 0.190, 0.211, 0.220, 0.223, 0.213], "smiles": "Nc1ccc2cnccc2c1", "lumo_ha": 0.0219}

*x*
{"formula": "C9H8N2", "method": "ωB97M-V with the def2-TZVPD basis set", "symbols": ["N", "N", "C", "C", "C", "C", "C", "C", "C", "C", "C", "H", "H", "H", "H", "H", "H", "H", "H"], "positions_angstrom": [[-3.884, -1.044, 0.032], [-0.073, 1.827, -0.597], [-1.163, 1.242, -0.572], [0.147, -1.151, 0.218], [-0.583, -0.153, 1.160], [-1.659, 0.280, 0.150], [0.566, 0.859, 1.285], [1.049, 1.029, -0.148], [-2.876, -0.475, 0.065], [0.936, -0.313, -0.682], [1.552, -0.534, -1.847], [1.761, -1.605, -2.115], [-0.708, -1.590, -0.274], [1.923, 0.370, -2.410], [-1.201, -0.601, 1.935], [0.132, 1.800, 1.569], [0.700, -2.019, 0.640], [2.056, 1.493, -0.307], [1.325, 0.587, 1.899]], "nbo_charge": [-0.306, -0.377, 0.446, -0.456, -0.196, -0.344, -0.397, -0.088, 0.266, -0.028, -0.369, 0.211, 0.237, 0.212, 0.255, 0.233, 0.238, 0.231, 0.233], "smiles": "C=C1C[C@H]2C[C@@H]1N=C=C2C#N", "lumo_ha": [-0.0315, -0.0315]}

Relative energies, in kcal/mol, with the most stable structure set to zero: *w* 0.0; *x* 97.2.

*w*
{"formula": "C8H10N2", "method": "ωB97M-V with the def2-TZVPD basis set", "symbols": ["N", "N", "C", "C", "C", "C", "C", "C", "C", "C", "H", "H", "H", "H", "H", "H", "H", "H", "H", "H"], "positions_angstrom": [[-0.888, -2.304, 0.770], [-1.320, -1.243, 1.245], [1.178, 0.045, -0.541], [-0.182, -0.561, -0.672], [-0.315, -2.082, -0.551], [-0.172, 0.926, 1.303], [-3.060, 0.800, 0.085], [-4.028, 0.817, -0.640], [-0.888, -0.099, 0.570], [1.307, 0.660, 0.946], [-0.804, -2.673, -1.299], [1.857, 1.584, 1.105], [-0.416, 0.835, 2.309], [-5.048, 1.208, -0.928], [-0.891, -0.225, -1.507], [1.981, -0.670, -0.669], [0.680, -2.629, -0.563], [-0.438, 1.995, 0.919], [1.758, -0.176, 1.667], [1.341, 0.853, -1.335]], "nbo_charge": [-0.039, -0.216, -0.405, -0.419, -0.306, -0.531, -0.126, -0.444, 0.479, -0.387, 0.243, 0.232, 0.247, 0.241, 0.292, 0.223, 0.222, 0.260, 0.205, 0.229], "lumo_ha": [-0.0462, -0.0462]}

*x*
{"formula": "C8H10N2", "method": "ωB97M-V with the def2-TZVPD basis set", "symbols": ["N", "N", "C", "C", "C", "C", "C", "C", "C", "C", "H", "H", "H", "H", "H", "H", "H", "H", "H", "H"], "positions_angstrom": [[-0.972, 0.308, -1.345], [-3.079, -0.592, 0.946], [-0.802, 1.544, -1.140], [1.734, -0.425, 0.580], [-0.724, -0.588, -0.204], [-0.430, -1.978, -0.879], [0.364, 1.519, 0.882], [-2.059, -0.692, 0.427], [0.345, -0.025, 0.902], [-0.093, 2.238, -0.115], [-1.024, 2.193, -1.886], [-0.112, -2.684, -0.065], [0.048, -0.240, 1.872], [1.986, -0.011, -0.436], [2.374, 0.050, 1.210], [1.090, 1.798, 1.710], [0.414, -1.840, -1.681], [-1.227, -2.410, -1.518], [0.251, 3.321, -0.099], [1.915, -1.487, 0.838]], "nbo_charge": [-0.380, -0.321, 0.112, -0.612, -0.018, -0.602, -0.070, 0.284, -0.254, -0.325, 0.175, 0.212, 0.227, 0.222, 0.212, 0.208, 0.225, 0.244, 0.238, 0.226], "smiles": "C[C@H]1C=CC=N[C@]1(C)C#N", "lumo_ha": 0.0048}

Relative energies, in kcal/mol, with the most stable structure set to zero: *w* 109.9; *x* 0.0.

*w*
{"formula": "H13O6", "method": "ωB97M-V with the def2-TZVPD basis set", "symbols": ["O", "O", "O", "O", "O", "O", "H", "H", "H", "H", "H", "H", "H", "H", "H", "H", "H", "H", "H"], "positions_angstrom": [[-2.611, 0.931, 0.079], [2.960, -0.666, -2.242], [0.009, 0.238, -0.441], [0.809, 2.472, 0.915], [0.990, -2.509, -0.631], [-1.359, -1.212, 1.529], [-3.337, 1.147, -0.611], [-2.895, 1.464, 0.904], [1.625, -3.082, -1.236], [-0.939, 0.377, -0.001], [0.304, -0.610, -0.211], [0.117, -2.875, -0.746], [1.092, 2.925, 1.677], [-2.314, -0.958, 1.344], [3.089, -0.768, -1.302], [3.157, 0.241, -2.527], [0.458, 0.894, 0.135], [-1.353, -1.309, 2.472], [0.197, 3.294, 0.902]], "nbo_charge": [-0.995, -0.951, -0.778, -0.956, -0.991, -0.975, 0.528, 0.509, 0.517, 0.575, 0.560, 0.485, 0.492, 0.491, 0.469, 0.483, 0.556, 0.491, 0.490], "lumo_ha": -0.1275, "charge": 1}

*x*
{"formula": "H13O6", "method": "ωB97M-V with the def2-TZVPD basis set", "symbols": ["O", "O", "O", "O", "O", "O", "H", "H", "H", "H", "H", "H", "H", "H", "H", "H", "H", "H", "H"], "positions_angstrom": [[0.158, 2.547, -0.272], [-0.619, -3.281, -1.954], [1.115, -1.152, -1.452], [3.471, -0.392, -1.122], [-0.863, -0.292, 0.452], [-3.257, 2.265, 4.436], [-0.789, 0.400, 1.154], [0.594, -1.076, -0.554], [-4.126, 2.654, 4.526], [0.426, 3.410, -0.134], [4.349, -0.347, -1.698], [0.067, -3.499, -2.593], [0.766, -2.073, -1.733], [-0.790, 2.394, -0.451], [-3.133, 1.985, 5.297], [-1.307, -2.672, -2.315], [2.116, -0.964, -1.260], [-1.710, -0.103, 0.031], [3.531, 0.198, -0.359]], "nbo_charge": [-0.970, -0.939, -0.842, -0.972, -0.977, -0.930, 0.512, 0.574, 0.467, 0.487, 0.548, 0.485, 0.545, 0.483, 0.463, 0.505, 0.553, 0.489, 0.518], "lumo_ha": -0.1210, "charge": 1}

Relative energies, in kcal/mol, with the most stable structure set to zero: *w* 5.9; *x* 0.0.